{"formula": "C52H145N13O14", "method": "ωB97M-V with the def2-TZVPD basis set", "homo_lumo_gap_ev": 9.489, "homo_energy_ev": -9.147, "de_lowest_kj_mol": 664.8, "elements": ["O", "H", "H", "C", "C", "C", "O", "C", "N", "H", "H", "H", "H", "H", "H", "H", "H", "H", "H", "H", "C", "C", "C", "O", "C", "N", "H", "H", "H", "H", "H", "H", "H", "H", "H", "H", "H", "C", "C", "C", "O", "C", "N", "H", "H", "H", "H", "H", "H", "H", "H", "H", "H", "H", "C", "C", "C", "O", "C", "N", "H", "H", "H", "H", "H", "H", "H", "H", "H", "H", "H", "C", "C", "C", "O", "C", "N", "H", "H", "H", "H", "H", "H", "H", "H", "H", "H", "H", "C", "C", "C", "O", "C", "N", "H", "H", "H", "H", "H", "H", "H", "H", "H", "H", "H", "C", "C", "C", "O", "C", "N", "H", "H", "H", "H", "H", "H", "H", "H", "H", "H", "H", "C", "C", "C", "O", "C", "N", "H", "H", "H", "H", "H", "H", "H", "H", "H", "H", "H", "C", "C", "C", "O", "C", "N", "H", "H", "H", "H", "H", "H", "H", "H", "H", "H", "H", "C", "C", "C", "O", "C", "N", "H", "H", "H", "H", "H", "H", "H", "H", "H", "H", "H", "C", "C", "C", "O", "C", "N", "H", "H", "H", "H", "H", "H", "H", "H", "H", "H", "H", "C", "C", "C", "O", "C", "N", "H", "H", "H", "H", "H", "H", "H", "H", "H", "H", "H", "C", "C", "C", "O", "C", "N", "H", "H", "H", "H", "H", "H", "H", "H", "H", "H", "H"], "positions_angstrom": [[13.879, -4.893, 7.039], [14.323, -4.192, 6.561], [13.026, -4.972, 6.612], [4.184, 1.003, 12.412], [4.491, 2.483, 12.138], [3.237, 3.296, 11.555], [2.035, 3.234, 12.450], [0.817, 3.480, 11.685], [4.847, 3.092, 13.374], [3.507, 0.789, 13.239], [5.126, 0.471, 12.547], [3.816, 0.613, 11.463], [5.313, 2.588, 11.429], [2.956, 2.953, 10.559], [3.457, 4.339, 11.327], [-0.137, 3.326, 12.189], [0.793, 2.984, 10.715], [0.893, 4.551, 11.498], [4.031, 2.882, 13.930], [4.756, 4.057, 13.092], [19.202, -2.592, 4.317], [19.136, -1.953, 5.636], [20.390, -1.053, 5.953], [21.660, -1.722, 5.801], [22.119, -2.701, 6.693], [17.834, -1.252, 5.752], [20.276, -2.685, 4.159], [18.790, -1.956, 3.534], [18.702, -3.560, 4.360], [19.106, -2.720, 6.410], [20.429, -0.644, 6.963], [20.453, -0.279, 5.189], [22.899, -3.244, 6.159], [21.430, -3.414, 7.148], [22.665, -2.184, 7.481], [17.751, -0.547, 5.034], [17.797, -0.742, 6.623], [22.124, -4.246, 13.384], [21.139, -3.288, 13.949], [20.967, -2.068, 12.994], [19.923, -1.168, 13.558], [20.536, -0.260, 14.480], [19.970, -4.063, 14.211], [22.180, -5.135, 14.012], [23.102, -3.792, 13.224], [21.787, -4.590, 12.406], [21.409, -2.973, 14.957], [20.548, -2.456, 12.066], [21.923, -1.638, 12.694], [21.090, -0.800, 15.247], [19.770, 0.275, 15.041], [21.215, 0.490, 14.076], [19.206, -3.437, 14.424], [19.594, -4.432, 13.349], [13.877, -11.275, 15.641], [13.780, -9.780, 16.079], [12.524, -9.046, 15.590], [12.396, -9.180, 14.180], [11.333, -8.392, 13.696], [13.903, -9.783, 17.582], [13.047, -11.905, 15.960], [14.849, -11.633, 15.982], [13.906, -11.280, 14.551], [14.712, -9.348, 15.715], [12.473, -8.031, 15.984], [11.657, -9.532, 16.038], [11.589, -7.334, 13.743], [10.430, -8.479, 14.301], [11.048, -8.657, 12.678], [14.845, -9.578, 17.882], [13.383, -9.017, 17.987], [13.282, 0.799, 11.854], [13.964, 2.193, 11.964], [13.872, 2.855, 13.419], [14.168, 4.287, 13.373], [14.835, 4.758, 14.493], [15.262, 2.065, 11.396], [13.311, 0.556, 10.792], [12.297, 0.689, 12.308], [13.947, 0.087, 12.342], [13.449, 2.943, 11.364], [14.590, 2.409, 14.107], [12.835, 2.754, 13.740], [14.568, 5.809, 14.595], [15.924, 4.794, 14.536], [14.468, 4.296, 15.410], [15.740, 2.856, 11.805], [15.754, 1.336, 11.892], [10.576, 18.592, 13.571], [10.690, 17.550, 12.465], [10.928, 16.073, 12.951], [12.129, 15.935, 13.694], [12.197, 14.690, 14.268], [9.497, 17.653, 11.554], [10.259, 19.546, 13.150], [11.498, 18.748, 14.132], [9.752, 18.305, 14.224], [11.600, 17.869, 11.956], [10.752, 15.443, 12.078], [10.090, 15.845, 13.610], [11.376, 14.645, 14.984], [13.138, 14.531, 14.795], [12.047, 13.889, 13.544], [9.689, 18.479, 11.005], [8.607, 17.922, 11.947], [2.912, 9.645, 15.819], [4.021, 8.688, 16.366], [5.430, 9.085, 15.742], [5.497, 8.611, 14.405], [6.822, 8.495, 13.915], [4.066, 8.650, 17.803], [1.881, 9.303, 15.913], [3.106, 9.905, 14.778], [2.922, 10.561, 16.409], [3.836, 7.692, 15.966], [6.139, 8.594, 16.408], [5.668, 10.145, 15.662], [7.411, 7.919, 14.628], [7.321, 9.443, 13.717], [6.874, 7.889, 13.010], [4.713, 7.943, 18.121], [3.179, 8.246, 18.068], [9.926, 6.641, 5.292], [8.745, 7.682, 5.182], [9.227, 9.158, 5.165], [10.330, 9.392, 6.104], [10.735, 10.777, 6.205], [8.000, 7.441, 3.972], [10.302, 6.251, 4.346], [9.685, 5.789, 5.927], [10.863, 7.042, 5.679], [8.067, 7.568, 6.028], [8.371, 9.721, 5.536], [9.544, 9.496, 4.178], [11.603, 10.940, 6.844], [9.924, 11.401, 6.580], [10.882, 11.172, 5.200], [7.103, 7.900, 3.918], [7.764, 6.460, 3.916], [22.640, 11.029, 17.136], [23.947, 11.801, 16.720], [24.518, 12.565, 17.921], [25.864, 12.955, 17.587], [25.919, 13.923, 16.499], [24.770, 10.695, 16.169], [22.770, 10.370, 17.995], [22.211, 10.404, 16.353], [21.878, 11.773, 17.367], [23.718, 12.552, 15.963], [24.544, 11.916, 18.796], [23.923, 13.454, 18.134], [25.911, 13.445, 15.519], [26.841, 14.498, 16.575], [25.129, 14.672, 16.557], [24.572, 9.857, 16.697], [25.709, 10.955, 16.434], [11.988, -1.821, 18.742], [12.172, -1.429, 20.246], [13.302, -2.112, 20.982], [13.193, -3.531, 20.964], [13.807, -4.106, 22.077], [12.335, 0.030, 20.396], [11.569, -2.823, 18.655], [12.891, -1.737, 18.137], [11.188, -1.160, 18.407], [11.189, -1.628, 20.674], [13.307, -1.779, 22.020], [14.233, -1.810, 20.503], [14.884, -3.942, 22.107], [13.774, -5.196, 22.057], [13.354, -3.831, 23.030], [12.402, 0.267, 21.376], [11.577, 0.505, 19.927], [13.252, 14.422, 24.056], [14.451, 13.628, 23.459], [14.003, 12.461, 22.532], [13.273, 11.540, 23.337], [12.442, 10.703, 22.551], [15.169, 14.641, 22.718], [12.818, 13.745, 24.792], [12.491, 14.710, 23.332], [13.423, 15.344, 24.611], [15.131, 13.282, 24.238], [14.869, 11.941, 22.122], [13.366, 12.878, 21.752], [11.687, 11.364, 22.125], [11.937, 9.945, 23.149], [12.991, 10.207, 21.750], [14.805, 14.964, 21.833], [16.100, 14.337, 22.473], [23.370, 5.910, 9.962], [22.565, 7.005, 9.268], [21.037, 7.163, 9.765], [20.247, 8.117, 9.021], [18.926, 8.188, 9.568], [23.248, 8.302, 9.420], [24.298, 5.762, 9.410], [22.915, 4.952, 10.213], [23.618, 6.307, 10.947], [22.602, 6.850, 8.190], [20.984, 7.150, 10.854], [20.564, 6.216, 9.502], [18.403, 7.241, 9.437], [18.432, 8.885, 8.891], [18.773, 8.624, 10.556], [23.562, 8.354, 10.378], [22.470, 8.935, 9.300], [8.876, -2.457, 4.787], [9.453, -2.688, 3.433], [9.239, -4.143, 2.920], [9.786, -5.018, 3.899], [9.490, -6.389, 3.694], [8.949, -1.688, 2.609], [9.049, -3.357, 5.376], [7.791, -2.349, 4.799], [9.339, -1.692, 5.411], [10.517, -2.452, 3.411], [9.720, -4.242, 1.947], [8.169, -4.239, 2.733], [10.259, -6.846, 3.072], [8.539, -6.580, 3.197], [9.494, -6.873, 4.671], [9.497, -0.852, 2.751], [9.222, -1.872, 1.654]], "mulliken_charge": [-0.6451, 0.3177, 0.3263, -1.2698, 0.1869, -0.8381, -0.3272, -0.7432, -0.7399, 0.2887, 0.3775, 0.3235, 0.3744, 0.4224, 0.4638, 0.2704, 0.3054, 0.3048, 0.3515, 0.2496, -1.1314, 0.4726, -0.6853, -0.3471, -0.7217, -0.6936, 0.3293, 0.3504, 0.2534, 0.2003, 0.3672, 0.2593, 0.2498, 0.3119, 0.2902, 0.2595, 0.2380, -1.5062, 0.5722, -0.6761, -0.3258, -0.7066, -0.7188, 0.3961, 0.3791, 0.3315, 0.2006, 0.2942, 0.3769, 0.2684, 0.2806, 0.2899, 0.2600, 0.2828, -1.2833, 0.5016, -0.6765, -0.3129, -0.7541, -0.7194, 0.3005, 0.3492, 0.3218, 0.2146, 0.3619, 0.3590, 0.2982, 0.3128, 0.2556, 0.2570, 0.2143, -1.2778, 0.3004, -0.7094, -0.3356, -0.7372, -0.6883, 0.3471, 0.3694, 0.3208, 0.2769, 0.4384, 0.2785, 0.2655, 0.2756, 0.3376, 0.2753, 0.2636, -1.4194, 0.5145, -0.7382, -0.2933, -0.7290, -0.7312, 0.3997, 0.3237, 0.3200, 0.2658, 0.3990, 0.2881, 0.3226, 0.2466, 0.2940, 0.2854, 0.2516, -1.4193, 0.5746, -0.7288, -0.2740, -0.7613, -0.7803, 0.3707, 0.3070, 0.3846, 0.2333, 0.3563, 0.3388, 0.3178, 0.2880, 0.2631, 0.2548, 0.2740, -1.3419, 0.7171, -0.8216, -0.2989, -0.7101, -0.7753, 0.3865, 0.3284, 0.3050, 0.2025, 0.3445, 0.3810, 0.2415, 0.2930, 0.2892, 0.2256, 0.2334, -1.6214, 0.4205, -0.6223, -0.4190, -0.7241, -0.6517, 0.3957, 0.3947, 0.4121, 0.2870, 0.3571, 0.3445, 0.2908, 0.2687, 0.3171, 0.2747, 0.2756, -1.3162, 0.6190, -0.6671, -0.3005, -0.7720, -0.7261, 0.3151, 0.2989, 0.3913, 0.1743, 0.3333, 0.2990, 0.3036, 0.2770, 0.3152, 0.2210, 0.2342, -1.3743, 0.3947, -0.6613, -0.3076, -0.7338, -0.6927, 0.3267, 0.2996, 0.4030, 0.3544, 0.3411, 0.3336, 0.3190, 0.2502, 0.2829, 0.2247, 0.2398, -1.2631, 0.3804, -0.7627, -0.3439, -0.7341, -0.6901, 0.3117, 0.3393, 0.3327, 0.2600, 0.3645, 0.3752, 0.3104, 0.2695, 0.3021, 0.2642, 0.2841, -1.3924, 0.5828, -0.7341, -0.2776, -0.7333, -0.7672, 0.3154, 0.3374, 0.3456, 0.2682, 0.3217, 0.3863, 0.2724, 0.3175, 0.2266, 0.2882, 0.2411]}